[1]
The following is a quantum chemistry calculation of a cluster of 2 separate species, FNO3 in total at a distorted geometry, from OMol25.

Atoms and positions in Å:
N: 0.176 0.327 0.326
O: -0.380 1.312 0.632
O: 0.556 -0.051 -0.836
O: 0.405 -0.722 0.973
F: -1.291 -1.310 -1.140

E_tot: -380.013259 a.u.
Largest force on an atom: 2.3 eV Å⁻¹
Energy relative to the best compared isomer or geometry (same formula, charge and spin): 158.07 kJ/mol
Net charge: 0
Highest occupied orbital energy (spin up / spin down): -13.01 / -13.06 eV

***

[2]
The following is a quantum chemistry calculation of a structure of composition FNO4S2Sn at a distorted geometry, from OMol25.

Atoms and positions in Å:
Sn: 1.568 -2.048 -0.083
F: -0.284 -1.564 -0.161
N: -0.343 1.053 0.238
S: -1.369 -0.248 0.117
O: -1.904 -0.532 1.404
O: -2.077 -0.167 -1.114
S: 1.240 1.113 0.275
O: 0.928 1.897 -0.969
O: 1.988 -0.133 0.107

E_tot: -1465.268048 a.u.
Largest force on an atom: 6.4 eV Å⁻¹
Energy relative to the best compared isomer or geometry (same formula, charge and spin): 15.51 kJ/mol
Net charge: +2
Highest occupied orbital energy (spin up / spin down): -21.28 / -21.01 eV

***

[3]
The following is a quantum chemistry calculation of a structure of composition FeH11O6 at a distorted geometry, from OMol25.

Atoms and positions in Å:
Fe: 0.137 1.421 -0.857
O: -0.988 0.098 -0.170
H: -1.639 -0.625 -0.259
O: -0.898 -0.059 2.554
H: -0.956 -0.070 1.599
H: -1.198 -0.928 2.823
O: 1.818 0.472 -0.087
H: 2.625 0.961 0.078
H: 2.112 -0.418 -0.279
O: -0.711 -3.301 0.324
H: -1.130 -2.462 0.135
H: -0.854 -3.824 -0.465
O: 0.516 0.063 -2.395
H: 0.472 0.158 -3.347
H: 0.857 -0.820 -2.257
O: -0.055 2.820 0.607
H: 0.355 2.831 1.472
H: -0.463 3.682 0.523

E_tot: -1721.366445 a.u.
Largest force on an atom: 2.2 eV Å⁻¹
Multiplicity: 7
Energy relative to the best compared isomer or geometry (same formula, charge and spin): 103.88 kJ/mol
Net charge: +1
Expectation value of S²: 12.01
Highest occupied orbital energy (spin up / spin down): -10.07 / -14.06 eV

***

[4]
The following is a quantum chemistry calculation of a structure of composition FeH14O7 at a distorted geometry, from OMol25.

Atoms and positions in Å:
Fe: 0.035 0.052 0.006
O: 0.256 2.043 -0.200
H: 0.738 2.558 0.447
H: 0.174 2.623 -0.957
O: -1.013 0.961 1.687
H: -1.365 1.846 1.790
H: -1.413 0.459 2.396
O: 0.914 -0.736 1.862
H: 0.602 -0.296 2.652
H: 1.545 -1.382 2.180
O: 2.063 -0.008 -0.447
H: 2.296 0.115 -1.367
H: 2.903 -0.099 0.003
O: -0.152 0.147 -2.108
H: 0.143 0.785 -2.757
H: -0.792 -0.391 -2.574
O: -1.964 -0.378 -0.310
H: -2.338 -0.621 -1.157
H: -2.669 -0.534 0.318
O: 0.026 -2.008 -0.375
H: -0.407 -2.739 0.065
H: 0.420 -2.397 -1.156

E_tot: -1798.054416 a.u.
Largest force on an atom: 1.4 eV Å⁻¹
Multiplicity: 7
Energy relative to the best compared isomer or geometry (same formula, charge and spin): 11.15 kJ/mol
Net charge: +2
Expectation value of S²: 12.00
Highest occupied orbital energy (spin up / spin down): -10.64 / -20.44 eV

***

[5]
The following is a quantum chemistry calculation of a cluster of 4 separate species, H10NO3 in total, from OMol25.

Atoms and positions in Å:
N: -0.153 0.810 -0.451
H: -1.069 0.358 -0.252
H: 0.392 0.863 0.409
H: -0.250 1.760 -0.797
H: 0.428 0.295 -1.117
H: -3.539 0.326 -0.045
H: -2.894 -0.483 1.090
O: -2.685 0.138 0.379
H: 1.979 1.062 2.424
H: 2.631 -0.217 3.022
O: 1.926 0.103 2.452
H: 1.285 -2.382 -2.142
H: 0.878 -1.184 -2.941
O: 1.069 -1.448 -2.031

E_tot: -286.243348 a.u.
Largest force on an atom: 0.9 eV Å⁻¹
Energy relative to the best compared isomer or geometry (same formula, charge and spin): 57.89 kJ/mol
Net charge: +1
Highest occupied orbital energy: -15.04 eV

***

[6]
The following is a quantum chemistry calculation of a structure of composition H10Na5O13S2 at a distorted geometry, from OMol25.

Atoms and positions in Å:
Na: -8.771 -8.489 -10.398
Na: -8.561 -12.789 -7.329
Na: -11.087 -4.082 -8.225
Na: -12.410 -13.219 -10.573
Na: -14.533 -6.557 -3.103
S: -13.090 -8.784 -8.568
O: -13.387 -8.209 -7.240
O: -14.300 -9.456 -9.012
O: -12.551 -7.853 -9.552
O: -12.052 -9.775 -8.367
S: -8.290 -14.120 -12.132
O: -7.219 -14.072 -13.157
O: -9.402 -14.994 -12.448
O: -7.714 -14.590 -10.867
O: -8.782 -12.759 -12.014
O: -10.402 -5.140 -4.297
H: -9.842 -5.909 -4.402
H: -9.807 -4.448 -4.007
O: -15.491 -7.381 -12.956
H: -15.799 -8.185 -13.374
H: -14.830 -7.674 -12.328
O: -10.688 -10.822 -4.452
H: -10.040 -10.132 -4.313
H: -11.023 -10.662 -5.334
O: -18.463 -11.969 -9.677
H: -17.726 -11.360 -9.702
H: -18.791 -11.987 -10.576
O: -17.822 -7.238 -8.405
H: -17.223 -7.984 -8.429
H: -18.692 -7.626 -8.505

E_tot: -2591.582259 a.u.
Largest force on an atom: 4.1 eV Å⁻¹
Energy relative to the best compared isomer or geometry (same formula, charge and spin): 831.07 kJ/mol
Net charge: +1
Highest occupied orbital energy: -6.81 eV

***

[7]
The following is a quantum chemistry calculation of a cluster of 5 separate species, H10O5 in total at a distorted geometry, from OMol25.

Atoms and positions in Å:
O: -0.348 1.990 -0.561
H: -0.955 1.243 -0.481
H: -0.651 2.431 0.206
O: -1.846 -0.574 -0.531
H: -0.911 -1.020 -0.557
H: -2.549 -0.936 -1.098
O: 0.732 -1.801 -0.456
H: 0.655 -1.813 0.484
H: 1.366 -1.018 -0.621
O: 1.965 0.429 -0.224
H: 2.169 0.966 -1.005
H: 1.028 0.736 0.018
O: -0.246 0.100 1.857
H: 0.555 -0.289 1.579
H: -0.963 -0.442 1.390

E_tot: -382.185783 a.u.
Largest force on an atom: 2.9 eV Å⁻¹
Energy relative to the best compared isomer or geometry (same formula, charge and spin): 100.79 kJ/mol
Net charge: 0
Highest occupied orbital energy: -11.57 eV
SMILES: O.O.O.O.O

***

[8]
The following is a quantum chemistry calculation of a cluster of 5 separate species, H10O5 in total at a distorted geometry, from OMol25.

Atoms and positions in Å:
O: -0.069 0.078 -0.214
H: 0.785 0.436 0.096
H: 0.151 0.134 -1.123
O: 1.144 1.768 -4.947
H: 0.928 2.577 -5.552
H: 0.426 1.660 -4.306
O: 0.507 -1.767 4.564
H: 0.146 -0.965 4.130
H: 0.067 -2.502 3.979
O: 1.784 -1.347 2.971
H: 1.110 -1.282 2.363
H: 1.987 -0.477 3.369
O: -3.246 1.043 -2.308
H: -4.078 1.194 -1.769
H: -2.481 1.031 -1.716

E_tot: -382.099803 a.u.
Largest force on an atom: 5.4 eV Å⁻¹
Energy relative to the best compared isomer or geometry (same formula, charge and spin): 326.53 kJ/mol
Net charge: 0
Highest occupied orbital energy: -9.23 eV
SMILES: O.O.O.O.O

***

- Which formula does entry 8 have?
  H10O5